Model P:
Here is a cluster of 2 separate species, C2H3BrFN in total from the OMol25 dataset. Energies are from ωB97M-V/def2-TZVPD.

The geometry in XYZ format:
```
8
Properties=species:S:1:pos:R:3:lowdin_charge:R:1
F 0.649 -1.916 0.850 -0.206
C -0.090 -0.636 0.974 -0.579
Br -1.813 -0.599 0.211 0.774
H 0.479 -0.257 0.280 -0.065
H 0.397 -0.635 2.124 0.188
C 0.074 1.432 -1.561 -0.131
N 1.197 1.526 -1.708 0.066
H -0.893 1.084 -1.168 -0.048
```

Properties
Frontier orbital gap (eV): 11.7
E_HOMO (eV): -11.45
SMILES: FCBr.C#N
LUMO energy (eV): 0.26



Model Q:
Here is the molecule C2H3BrFN from the OMol25 dataset. Energies are from ωB97M-V/def2-TZVPD.

The geometry in XYZ format:
```
8
Properties=species:S:1:pos:R:3:lowdin_charge:R:1
F 2.169 1.662 0.155 -0.112
N 1.353 0.842 -0.651 0.043
C 0.490 0.223 0.071 -0.208
C -0.811 -0.739 -0.233 -0.555
Br -2.319 0.424 -0.044 0.662
H 0.590 0.056 1.182 0.119
H -0.826 -1.311 0.667 0.030
H -0.646 -1.155 -1.147 0.021
```

Properties
Frontier orbital gap (eV): 11.0
E_HOMO (eV): -10.77
SMILES: F/N=C/CBr
LUMO energy (eV): 0.27



Short version: model P is the most stable of them.



Model P:
Here is a cluster of 2 separate species, C5H12NO2 in total from the OMol25 dataset. Energies are from ωB97M-V/def2-TZVPD.

The geometry in XYZ format:
```
20
Properties=species:S:1:pos:R:3:mulliken_spin:R:1
O 2.051 -0.384 -2.827 0.233
C 2.435 -0.739 -1.638 0.602
C 1.396 -0.783 -0.551 -0.019
N 0.218 -0.137 -1.171 0.077
H 3.419 -1.150 -1.390 0.029
H 1.093 -1.833 -0.358 0.061
H 1.615 -0.338 0.419 0.053
H -0.660 -0.421 -0.740 -0.005
H 0.291 0.876 -1.140 -0.031
H 0.173 -0.401 -2.165 -0.008
C -1.300 2.255 2.258 0.000
C -1.540 1.133 1.293 0.005
C -1.550 -0.123 1.674 -0.002
O -1.666 -1.180 0.787 -0.003
H -2.010 3.064 2.081 0.000
H -1.399 1.939 3.292 0.000
H -0.294 2.674 2.132 0.000
H -1.790 1.453 0.282 0.000
H -1.327 -0.436 2.684 0.001
H -2.020 -1.913 1.300 0.006
```

Properties
Frontier orbital gap (spin up / spin down) (eV): 4.3 / 7.9
E_HOMO (spin up / spin down) (eV): -4.05 / -7.74
Spin multiplicity: 2
⟨S²⟩: 0.754
LUMO energy (spin up / spin down) (eV): 0.23 / 0.17



Model Q:
Here is the molecule C5H12NO2 from the OMol25 dataset. Energies are from ωB97M-V/def2-TZVPD.

The geometry in XYZ format:
```
20
Properties=species:S:1:pos:R:3:mulliken_spin:R:1
C 0.394 -0.877 1.579 0.002
C -0.072 0.072 0.469 0.004
C 0.670 -0.179 -0.850 -0.003
C 2.118 0.287 -0.801 -0.001
O 0.627 -1.540 -1.213 0.000
N -1.516 -0.111 0.236 0.016
C -2.200 1.024 -0.370 0.001
O -2.999 1.752 0.421 0.836
H -0.454 -1.252 2.150 -0.001
H 0.932 -1.733 1.175 0.000
H 1.063 -0.381 2.272 0.000
H 0.131 1.086 0.809 -0.002
H 0.158 0.406 -1.618 0.003
H 2.402 0.780 -1.730 0.000
H 2.301 1.009 0.002 0.000
H 2.826 -0.515 -0.660 0.000
H -0.247 -1.887 -0.975 0.001
H -1.955 -0.345 1.117 -0.005
H -2.731 0.672 -1.268 0.063
H -1.448 1.733 -0.745 0.085
```

Properties
Frontier orbital gap (spin up / spin down) (eV): 10.4 / 7.8
E_HOMO (spin up / spin down) (eV): -9.55 / -9.54
Spin multiplicity: 2
⟨S²⟩: 0.754
LUMO energy (spin up / spin down) (eV): 0.90 / -1.70



Short version: model Q is the most stable of them.



Model P:
Here is the molecule C5H12NO2 from the OMol25 dataset. Energies are from ωB97M-V/def2-TZVPD.

The geometry in XYZ format:
```
20
Properties=species:S:1:pos:R:3:mulliken_spin:R:1
C -0.050 2.337 1.289 0.001
N 0.803 1.446 0.509 0.031
C 0.303 0.053 0.494 0.039
C 0.929 -0.679 -0.693 0.002
C 1.148 -2.207 -0.381 0.001
O 0.100 -0.602 -1.847 0.001
C -1.177 -0.338 0.665 0.006
O -2.109 0.119 -0.157 0.831
H -0.017 1.988 2.327 0.001
H 0.258 3.376 1.214 0.000
H -1.110 2.343 1.030 0.004
H 0.874 1.831 -0.428 0.001
H 0.796 -0.268 1.422 0.002
H 1.932 -0.427 -1.027 0.001
H 0.623 -2.714 -1.191 0.000
H 2.182 -2.521 -0.358 0.001
H 0.670 -2.532 0.546 0.002
H -0.770 -0.353 -1.660 0.001
H -1.436 0.032 1.683 0.002
H -1.199 -1.414 0.890 0.074
```

Properties
Frontier orbital gap (spin up / spin down) (eV): 10.2 / 7.1
E_HOMO (spin up / spin down) (eV): -9.36 / -9.34
Spin multiplicity: 2
⟨S²⟩: 0.755
LUMO energy (spin up / spin down) (eV): 0.89 / -2.21



Model Q:
Here is a cluster of 2 separate species, C5H12NO2 in total from the OMol25 dataset. Energies are from ωB97M-V/def2-TZVPD.

The geometry in XYZ format:
```
20
Properties=species:S:1:pos:R:3:mulliken_spin:R:1
O 2.291 -0.405 0.496 0.245
C 1.602 -0.844 -0.358 0.533
C 0.149 -1.226 0.296 -0.037
C -1.102 -0.547 -0.500 0.123
C -0.786 -0.284 -1.878 0.140
C -0.261 0.917 -2.077 -0.034
N 0.110 -0.837 1.741 0.218
H 1.555 -1.126 -1.397 -0.010
H -0.204 -2.240 0.304 0.058
H -1.531 0.326 0.168 0.022
H -1.903 -1.431 -0.292 -0.051
H -0.930 -1.120 -2.537 0.010
H -0.234 1.557 -1.210 -0.027
H 0.390 0.974 -2.981 -0.003
H 0.068 0.225 1.895 -0.025
H 1.073 -0.922 2.058 -0.074
H -0.743 -1.262 2.204 -0.098
H -1.609 2.294 2.146 -0.004
H -1.823 3.360 0.948 -0.001
O -1.353 2.547 1.205 0.014
```

Properties
Frontier orbital gap (spin up / spin down) (eV): 3.7 / 7.8
E_HOMO (spin up / spin down) (eV): -3.63 / -7.94
Spin multiplicity: 2
⟨S²⟩: 0.753
LUMO energy (spin up / spin down) (eV): 0.08 / -0.10



Short version: model P is the most stable of them.



Model P:
Here is the ion C9H17N2S with charge +1 from the OMol25 dataset. Energies are from ωB97M-V/def2-TZVPD.

The geometry in XYZ format:
```
29
Properties=species:S:1:pos:R:3:lowdin_charge:R:1
C -3.024 -0.328 -1.001 0.136
C -2.050 0.413 -0.471 -0.252
C -1.721 1.905 -0.564 -0.034
C -0.716 1.676 0.556 -0.275
N -0.567 2.370 1.721 0.146
N -0.954 0.190 0.451 0.053
C 0.223 -0.660 -0.262 -0.290
C -0.375 -1.981 -0.673 -0.037
C 1.483 -0.756 0.623 -0.358
C 2.440 -1.686 -0.111 -0.065
C 2.227 0.620 0.561 -0.457
S 1.925 1.549 -1.095 0.673
H -3.077 -1.408 -0.770 0.086
H -3.596 -0.002 -1.834 0.084
H -1.280 2.290 -1.489 0.121
H -2.520 2.634 -0.173 0.157
H 0.310 2.147 2.322 0.152
H -0.752 3.370 1.545 0.135
H -1.089 -0.510 1.205 0.202
H 0.381 0.056 -1.130 0.052
H -0.879 -2.488 0.156 0.104
H 0.416 -2.510 -1.123 0.068
H -1.271 -2.049 -1.347 0.088
H 1.414 -0.976 1.674 0.144
H 2.081 -2.677 0.155 0.092
H 3.405 -1.660 0.304 0.077
H 2.384 -1.438 -1.173 0.102
H 1.891 1.411 1.263 0.029
H 3.291 0.497 0.679 0.066
```

Properties
Frontier orbital gap (spin up / spin down) (eV): 8.4 / 6.5
Charge: +1
E_HOMO (spin up / spin down) (eV): -12.34 / -11.64
SMILES: C=C1CC(=[NH2+])[N@@H+]1[C@H](C)[C@@H](C)C[S-]
LUMO energy (spin up / spin down) (eV): -3.97 / -5.12



Model Q:
Here is a structure of composition C9H17N2S from the OMol25 dataset. Energies are from ωB97M-V/def2-TZVPD.

The geometry in XYZ format:
```
29
Properties=species:S:1:pos:R:3:lowdin_charge:R:1
C 0.781 -1.772 -2.982 -0.130
C 0.101 -0.893 -3.740 -0.309
C -0.040 -0.333 -1.395 -0.459
C -2.073 -0.640 0.476 -0.045
C -0.055 -1.134 1.904 -0.024
C -1.239 1.056 2.271 -0.013
C 2.088 2.055 -0.040 -0.045
C 0.068 0.782 0.224 -0.236
C -0.875 -0.019 1.201 -0.514
N 0.567 -1.490 -1.607 0.022
N 1.316 0.961 0.445 -0.057
S -0.722 0.365 -2.770 1.109
H 1.402 -2.714 -3.219 0.166
H 0.148 -0.917 -4.779 0.059
H -2.383 -0.091 -0.473 0.093
H -2.974 -0.594 1.101 0.090
H -1.735 -1.706 0.428 0.097
H 0.591 -0.657 2.536 0.051
H 0.443 -1.710 1.124 0.077
H -0.739 -1.753 2.408 0.089
H -2.331 1.126 2.194 0.087
H -0.866 2.053 2.051 0.080
H -0.870 0.844 3.266 0.086
H 2.530 1.841 -1.014 0.090
H 1.400 2.888 -0.121 0.094
H 2.920 2.378 0.609 0.109
H -0.386 1.577 -0.354 0.124
H 1.202 -1.914 -0.929 0.160
H 1.732 0.409 1.187 0.149
```

Properties
Frontier orbital gap (eV): 9.5
Charge: +1
E_HOMO (eV): -12.70
LUMO energy (eV): -3.16



Short version: model Q is the most stable of them.



Model P:
Here is a cluster of 2 separate species, C3H9N in total from the OMol25 dataset. Energies are from ωB97M-V/def2-TZVPD.

The geometry in XYZ format:
```
13
Properties=species:S:1:pos:R:3:lowdin_charge:R:1
C 1.899 1.935 -1.924 -0.048
C 1.862 0.699 -2.427 -0.312
N 2.776 -0.035 -3.167 0.033
H 2.741 2.570 -1.666 0.038
H 0.975 2.438 -1.659 0.035
H 0.885 0.248 -2.283 0.095
H 3.493 0.530 -3.579 0.079
H 2.432 -0.743 -3.797 0.081
C -3.378 -1.523 4.060 -0.056
H -3.542 -2.593 3.978 0.009
H -4.144 -0.997 3.479 0.018
H -2.334 -1.268 3.899 0.015
H -3.664 -1.260 5.087 0.014
```

Properties
Frontier orbital gap (eV): 9.3
E_HOMO (eV): -8.20
SMILES: C=CN.C
LUMO energy (eV): 1.14



Model Q:
Here is the molecule C3H9N from the OMol25 dataset. Energies are from ωB97M-V/def2-TZVPD.

The geometry in XYZ format:
```
13
Properties=species:S:1:pos:R:3:lowdin_charge:R:1
C -1.637 0.450 -0.157 -0.104
C -0.547 -0.521 0.378 -0.338
N 0.691 -0.619 -0.298 -0.167
C 1.542 0.490 0.052 -0.170
H -2.620 0.077 0.112 0.053
H -1.481 1.561 0.315 0.119
H -1.700 0.461 -1.194 0.027
H -0.426 -0.260 1.486 0.127
H -0.841 -1.613 0.245 0.121
H 0.587 -0.642 -1.272 0.081
H 1.132 1.501 0.107 0.060
H 1.859 0.238 1.162 0.107
H 2.510 0.493 -0.520 0.084
```

Properties
Frontier orbital gap (eV): 9.9
E_HOMO (eV): -8.74
SMILES: CCNC
LUMO energy (eV): 1.20



Short version: model P is the most stable of them.



Model P:
Here is a cluster of 2 separate species, C3H9N in total from the OMol25 dataset. Energies are from ωB97M-V/def2-TZVPD.

The geometry in XYZ format:
```
13
Properties=species:S:1:pos:R:3:lowdin_charge:R:1
C 0.860 -0.558 -0.631 -0.110
N 0.812 -0.849 0.587 -0.077
C 1.996 -0.521 1.380 -0.145
H 0.072 -0.757 -1.353 0.057
H 1.723 -0.086 -1.120 0.075
H 1.932 0.491 1.769 0.075
H 2.909 -0.645 0.799 0.067
H 2.040 -1.219 2.215 0.066
C -2.469 0.818 -0.755 -0.045
H -2.947 0.515 0.174 0.020
H -2.709 0.106 -1.535 0.017
H -1.405 0.874 -0.563 -0.018
H -2.814 1.832 -0.968 0.018
```

Properties
Frontier orbital gap (eV): 10.9
E_HOMO (eV): -9.75
SMILES: C=NC.C
LUMO energy (eV): 1.18



Model Q:
Here is a cluster of 2 separate species, C3H9N in total from the OMol25 dataset. Energies are from ωB97M-V/def2-TZVPD.

The geometry in XYZ format:
```
13
Properties=species:S:1:pos:R:3:lowdin_charge:R:1
C 1.190 1.871 0.034 -0.023
C 0.691 0.741 0.517 -0.259
C 1.167 -0.626 0.189 -0.123
H 0.720 2.738 0.497 0.044
H 1.591 2.127 -0.935 0.056
H -0.116 0.891 1.227 0.086
H 0.399 -1.402 0.143 0.044
H 1.814 -1.029 0.970 0.075
H 1.657 -0.655 -0.782 0.077
N -2.207 -1.113 -0.530 0.031
H -1.984 -0.656 0.331 -0.008
H -2.999 -0.817 -1.064 0.002
H -1.925 -2.071 -0.598 0.000
```

Properties
Frontier orbital gap (eV): 10.6
E_HOMO (eV): -9.44
SMILES: C=CC.N
LUMO energy (eV): 1.12



Short version: model P is the most stable of them.